15
Properties=species:S:1:pos:R:3 method="wB97M-V/def2-TZVPD" gap_ev=6.955 spin_multiplicity=1 total_charge=-1
S -1.176 1.876 -1.205
H -1.759 2.851 -1.916
C 0.973 0.532 1.000
N 0.461 -0.741 0.482
C -0.982 -0.850 0.740
C 0.735 -0.861 -0.949
H 0.763 0.578 2.074
H 0.512 1.413 0.523
H 2.051 0.567 0.835
H -1.335 -1.819 0.371
H -1.145 -0.801 1.817
H -1.549 -0.051 0.232
H 0.387 -1.836 -1.307
H 1.811 -0.780 -1.123
H 0.250 -0.079 -1.574